Entry 1:
Density functional theory data (the ωB97M-V functional and the def2-TZVPD basis) for a molecular structure, C22H26CaF12N2O23S4 in a non-equilibrium geometry.

Summary:
- frontier orbital gap (eV) = 3.193
- E_tot (Ha) = -6162.3496
- net charge = 0

Atoms and positions in Å:
Ca  0.9126  -0.7346  -1.2065
C  5.1866  2.0552  -5.3123
F  4.9266  0.7501  -5.1329
F  6.4218  2.2728  -4.8551
F  5.2133  2.3904  -6.6961
S  3.9408  3.2268  -4.4260
O  4.4263  4.5856  -4.4778
O  2.6297  2.9768  -5.0911
N  3.8954  2.5633  -2.7657
S  4.8933  3.4592  -1.8718
O  5.2644  2.6837  -0.6826
O  6.0134  4.0586  -2.5451
C  3.8222  4.8958  -1.1877
F  2.8771  5.2072  -2.0271
F  3.2233  4.4696  -0.0210
F  4.6638  5.9331  -0.8677
C  -4.6351  -4.6500  -1.3591
F  -4.1906  -5.8856  -1.3439
F  -3.8853  -3.9235  -2.2523
F  -6.0003  -4.5852  -1.6056
S  -4.3080  -3.9175  0.4572
O  -4.8001  -2.5526  0.5524
O  -5.0842  -4.8389  1.2719
N  -2.5183  -4.0160  0.3908
S  -2.2254  -5.4011  1.1714
O  -3.0341  -6.4984  0.7071
O  -0.8419  -5.6723  1.3779
C  -2.8855  -5.0786  3.0598
F  -3.8829  -5.8439  3.4488
F  -2.0084  -5.2139  4.0107
F  -3.2642  -3.7783  3.0661
C  9.7336  -1.8558  -1.1316
C  9.4223  -2.1401  0.3044
O  8.2777  -2.9335  0.2358
C  7.5728  -2.6832  -0.8273
O  6.3360  -2.7675  -0.9759
O  8.4295  -2.0846  -1.7193
H  10.5652  -2.4221  -1.5511
H  10.0752  -0.8345  -1.3000
H  9.2706  -1.1932  0.8226
H  10.2534  -2.6981  0.7357
C  2.5963  -8.0527  -6.5647
C  2.1436  -8.4956  -5.1909
O  1.3665  -7.4221  -4.8278
C  1.7876  -6.2891  -5.4804
O  1.4698  -5.1604  -5.0774
O  2.5946  -6.6788  -6.4808
H  1.8306  -8.3225  -7.2921
H  3.5689  -8.4419  -6.8659
H  3.0499  -8.5676  -4.5896
H  1.5261  -9.3938  -5.1944
C  -8.6744  3.5629  -3.9598
C  -7.2722  3.6012  -4.6715
C  -6.4052  4.8386  -4.3200
O  -5.1354  4.3130  -4.1370
C  -5.2091  2.9833  -3.9972
O  -4.2081  2.3228  -3.6920
O  -6.4349  2.5765  -4.2517
H  -9.1974  2.6081  -4.0149
H  -9.3311  4.3700  -4.2846
H  -8.4367  3.5792  -2.8961
H  -7.3537  3.4049  -5.7406
H  -6.8268  5.2391  -3.3980
H  -6.3301  5.5942  -5.1020
C  -6.5805  4.8631  3.2223
C  -5.1975  5.1170  3.8730
C  -4.8766  4.1023  4.9943
O  -3.9269  3.2348  4.3998
C  -3.6561  3.6395  3.1421
O  -2.7884  3.1753  2.4242
O  -4.2183  4.8239  2.8635
H  -6.6972  5.4104  2.2869
H  -7.2234  5.5129  3.8160
H  -6.8008  3.8017  3.3359
H  -5.0160  6.1597  4.1339
H  -5.8410  3.6843  5.2832
H  -4.4007  4.5781  5.8518
C  1.3327  1.7799  8.9494
C  2.5647  1.5647  8.0452
C  3.4455  0.3666  8.3454
O  3.1933  -0.5471  7.2996
C  2.5079  0.0972  6.2949
O  2.1440  -0.4700  5.2359
O  2.1015  1.2707  6.7072
H  0.7872  2.7052  8.7641
H  1.7882  1.7297  9.9383
H  0.6461  0.9340  8.9139
H  3.1325  2.4774  7.8642
H  3.2569  -0.0453  9.3368
H  4.5216  0.5393  8.3285

Entry 2:
Density functional theory data (the ωB97M-V functional and the def2-TZVPD basis) for a molecular structure, C22H26ClO2P2W in a non-equilibrium geometry.

Summary:
- frontier orbital gap (spin up / spin down) (eV) = 5.320 / 3.697
- 2S+1 = 3
- E_tot (Ha) = -2213.2179
- net charge = +3

Atoms and positions in Å:
W  -0.1745  -0.3922  1.0438
Cl  -1.1378  -2.2647  1.3754
C  1.8251  -0.7802  1.2794
O  2.9379  -1.0770  1.4696
P  -0.0758  0.1157  -1.2171
C  0.5513  1.6817  -1.8608
C  0.9539  -1.1985  -1.9931
C  -1.7473  -0.2102  -1.8826
C  0.3924  -2.4503  -2.2705
C  1.1752  -3.4516  -2.8522
C  2.5418  -3.2336  -3.0642
C  3.1287  -2.0221  -2.6728
C  2.3445  -1.0180  -2.1111
H  -0.6493  -2.6556  -2.0237
H  0.7079  -4.3922  -3.1533
H  3.1438  -4.0064  -3.5429
H  4.2007  -1.8669  -2.8173
H  2.8024  -0.1021  -1.7444
C  1.3585  2.5145  -1.0937
C  1.8226  3.7269  -1.6288
C  1.4701  4.0851  -2.9360
C  0.6435  3.2452  -3.7042
C  0.1749  2.0520  -3.1637
H  1.6284  2.2435  -0.0761
H  2.4545  4.3797  -1.0229
H  1.8385  5.0269  -3.3587
H  0.3642  3.5198  -4.7276
H  -0.4821  1.4184  -3.7379
C  -1.8596  -0.5110  -3.2545
C  -3.1143  -0.6880  -3.8212
C  -4.2593  -0.6506  -3.0153
C  -4.1425  -0.4281  -1.6403
C  -2.8802  -0.1937  -1.0700
H  -0.9684  -0.6163  -3.8671
H  -3.1966  -0.8510  -4.8953
H  -5.2481  -0.7897  -3.4505
H  -5.0245  -0.4180  -0.9955
H  -2.8030  -0.0346  0.0087
H  0.3301  1.1987  1.3826
H  -1.0308  0.9866  1.2735
C  0.9327  -0.6021  6.4977
P  0.1645  -0.0711  5.0053
C  -1.4176  -0.9950  5.1108
C  0.3031  1.7379  5.1270
O  0.9450  -0.5143  3.8085
H  0.2935  -0.1761  7.2415
H  1.9215  -0.2048  6.5733
H  0.9583  -1.6661  6.5974
H  -1.8384  -1.0165  6.1226
H  -2.2163  -0.6806  4.4346
H  -1.1565  -2.0400  4.8745
H  1.1154  2.0146  4.4356
H  -0.6221  2.2661  4.8703
H  0.6205  2.0557  6.1333

Entry 3:
Density functional theory data (the ωB97M-V functional and the def2-TZVPD basis) for a molecular structure, C22H26CuN2OS5.

Summary:
- frontier orbital gap (spin up / spin down) (eV) = 7.955 / 7.073
- 2S+1 = 2
- E_tot (Ha) = -4670.1078
- net charge = 0

Atoms and positions in Å:
Cu  -1.3208  0.7271  0.0139
C  2.8696  0.6602  -0.9778
C  1.4161  1.0538  -0.9499
N  0.6207  0.5102  -0.0802
N  1.1515  -0.3942  0.8191
C  0.3325  -0.8202  1.7105
S  -1.3292  -0.3554  1.9142
S  0.9342  -1.9801  2.8947
C  2.7053  -1.5977  2.8581
C  3.1170  -0.1982  3.2753
C  4.4473  0.1654  3.0735
C  4.9035  1.4263  3.4258
C  4.0304  2.3535  3.9783
C  2.7061  1.9995  4.1880
C  2.2533  0.7302  3.8447
C  0.9385  2.0485  -1.9019
C  1.8805  2.6502  -2.7643
C  1.5365  3.6068  -3.6843
C  0.2007  4.0180  -3.7698
C  -0.7444  3.4634  -2.9462
C  -0.4176  2.4631  -2.0026
O  -1.4034  1.9798  -1.2903
H  3.0519  -0.1159  -0.2463
H  3.5034  1.5175  -0.7460
H  3.1369  0.2920  -1.9691
H  3.0520  -1.7999  1.8468
H  3.1427  -2.3417  3.5264
H  5.1346  -0.5512  2.6354
H  5.9428  1.6876  3.2665
H  4.3812  3.3426  4.2467
H  2.0113  2.7110  4.6185
H  1.2180  0.4711  4.0270
H  2.9187  2.3574  -2.6919
H  2.2901  4.0432  -4.3268
H  -0.0890  4.7769  -4.4872
H  -1.7819  3.7714  -2.9846
C  -4.6866  -1.8281  0.6641
C  -5.0465  -0.8776  -0.4855
S  -3.7077  0.2010  -1.0954
C  -3.1661  -0.5818  -2.6479
C  -2.7092  -2.0224  -2.5805
S  -1.1921  -2.2179  -1.6022
C  -1.5351  -3.7679  -0.7094
C  -2.4543  -3.6661  0.5065
S  -4.2364  -3.5205  0.1446
H  -5.5589  -1.9563  1.3040
H  -3.8748  -1.4259  1.2684
H  -5.8011  -0.1656  -0.1496
H  -5.4492  -1.4225  -1.3401
H  -2.3634  0.0787  -2.9834
H  -3.9970  -0.4996  -3.3498
H  -2.5167  -2.3844  -3.5925
H  -3.4717  -2.6438  -2.1245
H  -0.5489  -4.0863  -0.3663
H  -1.9008  -4.4988  -1.4324
H  -2.1735  -2.8148  1.1222
H  -2.3509  -4.5717  1.1059

Entry 4:
Density functional theory data (the ωB97M-V functional and the def2-TZVPD basis) for 2 unconnected molecules or ions with the total composition C22H26FN2O2 in a non-equilibrium geometry.

Summary:
- frontier orbital gap (eV) = 7.448
- E_tot (Ha) = -1213.6705
- net charge = -1

Atoms and positions in Å:
C  -0.4374  -5.4661  2.9877
C  0.4812  -4.3265  2.3722
O  -0.3139  -3.1114  2.4171
C  0.0456  -2.3428  1.2933
C  1.4894  -1.9141  1.2021
N  1.9432  -1.1408  0.1933
C  0.9503  -0.7891  -0.7214
C  1.3238  0.1000  -1.8478
C  2.7931  0.6880  -2.0032
C  2.7619  2.0937  -1.2657
C  2.2288  3.2215  -2.0623
C  2.0950  4.5797  -1.5101
C  2.5023  4.7768  -0.1076
C  3.0502  3.6719  0.6754
C  3.1917  2.2896  0.1297
C  3.7684  1.1393  1.0286
C  0.3626  0.5258  -2.8743
C  -1.0462  0.0462  -2.7609
C  -1.4045  -0.8162  -1.6539
C  -2.9168  -1.2628  -1.5445
C  -3.5247  -0.4186  -0.3144
C  -4.5954  0.6527  -0.7606
O  -4.2560  2.0056  -0.3691
C  -4.2793  2.1510  1.0532
C  -0.4321  -1.2690  -0.5984
N  -0.9464  -2.0750  0.4225
H  0.0615  -6.4681  2.9734
H  -0.7676  -5.2094  4.0328
H  -1.3770  -5.4552  2.3611
H  0.7007  -4.5462  1.2939
H  1.4428  -4.1903  2.9322
H  2.2263  -2.2545  2.0188
H  3.0616  0.7912  -3.0859
H  3.4849  -0.0372  -1.5066
H  1.9139  3.0457  -3.1162
H  1.6783  5.3812  -2.1660
H  2.3816  5.7964  0.3493
H  3.3640  3.7803  1.7493
H  2.9120  0.7093  1.6175
H  4.5813  1.5691  1.6661
H  4.1541  0.3066  0.3807
H  0.6801  1.2104  -3.6970
H  -1.7807  0.4009  -3.5256
H  -3.0230  -2.3652  -1.3958
H  -3.4487  -0.8976  -2.4666
H  -2.6866  0.1484  0.1855
H  -3.9362  -1.1008  0.4875
H  -5.6038  0.4356  -0.2933
H  -4.7551  0.7012  -1.8765
H  -4.6717  3.1593  1.3596
H  -3.2508  2.0097  1.5012
H  -4.9360  1.3635  1.5373
F  2.7594  -1.2937  3.3023

Entry 5:
Density functional theory data (the ωB97M-V functional and the def2-TZVPD basis) for a molecular structure, C22H26Ge2N4PdS in a non-equilibrium geometry.

Summary:
- frontier orbital gap (spin up / spin down) (eV) = 6.646 / 5.826
- 2S+1 = 4
- E_tot (Ha) = -5752.5789
- net charge = +1

Atoms and positions in Å:
Pd  0.1833  1.5199  -0.2000
N  3.6903  4.0117  0.1191
C  2.4889  3.4470  -0.0336
S  2.4344  1.7197  -0.3837
N  1.4018  4.1894  0.0728
N  0.2785  3.5483  0.0445
C  -0.9425  4.1831  0.0767
C  -2.0602  3.3687  -0.0032
C  -3.3881  3.8678  0.0648
C  -4.4443  3.0193  -0.0982
C  -4.1984  1.6533  -0.3202
C  -2.8922  1.2050  -0.3539
N  -1.8404  2.0067  -0.2017
H  4.5155  3.4817  -0.1020
H  3.7600  5.0150  0.1908
H  -0.9930  5.2629  0.1387
H  -3.5345  4.9249  0.2409
H  -5.4604  3.3866  -0.0590
H  -5.0107  0.9548  -0.4545
H  -2.6711  0.1558  -0.4961
C  2.0446  -0.6827  -3.2071
Ge  0.4844  -1.5545  -2.3829
C  -1.1493  -0.6917  -3.0815
C  0.4727  -3.5238  -2.5147
Ge  0.5578  -0.7949  0.0278
C  -1.0532  -1.3040  1.0475
C  -1.3434  -0.7376  2.2891
C  -2.4749  -1.1300  2.9872
C  -3.3330  -2.0779  2.4456
C  -3.0677  -2.6269  1.1988
C  -1.9332  -2.2365  0.5018
C  2.1696  -1.3352  0.9984
C  2.4296  -0.8257  2.2706
C  3.5599  -1.2219  2.9656
C  4.4453  -2.1268  2.3939
C  4.2000  -2.6331  1.1260
C  3.0682  -2.2352  0.4304
H  2.0463  -0.8495  -4.2846
H  2.9855  -1.0482  -2.7969
H  1.9777  0.3880  -3.0183
H  -1.1717  -0.7623  -4.1695
H  -1.1329  0.3625  -2.8028
H  -2.0607  -1.1465  -2.6931
H  0.5125  -3.8028  -3.5681
H  -0.4333  -3.9389  -2.0764
H  1.3343  -3.9529  -2.0060
H  -0.6859  0.0183  2.7037
H  -2.6880  -0.6991  3.9572
H  -4.2091  -2.3931  2.9971
H  -3.7424  -3.3552  0.7674
H  -1.7234  -2.6645  -0.4739
H  1.7468  -0.1094  2.7148
H  3.7514  -0.8304  3.9565
H  5.3294  -2.4335  2.9370
H  4.8908  -3.3369  0.6800
H  2.8782  -2.6286  -0.5630

Entry 6:
Density functional theory data (the ωB97M-V functional and the def2-TZVPD basis) for C22H26N2O5 in the gas phase.

Summary:
- frontier orbital gap (eV) = 8.518
- E_tot (Ha) = -1339.6305
- net charge = 0

Atoms and positions in Å:
C  3.6140  -4.4061  0.2602
O  2.3309  -4.8439  -0.1186
C  1.3523  -3.9180  -0.2931
C  0.1041  -4.4160  -0.6759
C  -0.9638  -3.5678  -0.8671
C  -0.7965  -2.2002  -0.6861
N  -1.8845  -1.3076  -0.8707
C  -2.6892  -1.2938  -2.0019
O  -2.5550  -2.0196  -2.9485
C  -3.7434  -0.2306  -1.7868
C  -3.2358  0.5958  -0.5988
N  -2.6447  1.8387  -1.0620
C  -1.3769  1.6979  -1.7467
C  -2.7455  2.9767  -0.1759
C  -1.9638  2.9327  1.1537
C  -0.4695  2.9410  0.9902
C  0.1875  3.9650  0.3238
C  1.5588  3.9224  0.1765
C  2.3241  2.8762  0.6844
O  3.6616  2.9776  0.4184
C  4.5991  2.2121  1.1387
C  1.6687  1.8426  1.3761
O  2.4137  0.7952  1.8695
C  1.7981  -0.0982  2.7675
C  0.2890  1.9067  1.5216
C  -2.2287  -0.3505  0.0623
O  -1.7884  -0.2951  1.1817
C  0.4419  -1.6951  -0.3240
C  1.5128  -2.5467  -0.1203
H  4.0496  -3.7400  -0.4912
H  3.5954  -3.8989  1.2302
H  4.2209  -5.3068  0.3371
H  -0.0017  -5.4800  -0.8132
H  -1.9240  -3.9584  -1.1640
H  -3.8814  0.3717  -2.6833
H  -4.6896  -0.7240  -1.5598
H  -4.0312  0.8460  0.1070
H  -1.4695  0.9529  -2.5372
H  -1.1284  2.6527  -2.2074
H  -0.5460  1.4141  -1.0899
H  -3.8078  3.1048  0.0581
H  -2.4253  3.8470  -0.7537
H  -2.2594  2.0456  1.7150
H  -2.2655  3.8131  1.7284
H  -0.3653  4.8011  -0.0773
H  2.0844  4.7093  -0.3412
H  4.4742  2.3329  2.2177
H  4.5390  1.1512  0.8869
H  5.5733  2.6018  0.8423
H  1.3754  0.4293  3.6281
H  1.0152  -0.6925  2.2870
H  2.5945  -0.7602  3.1066
H  -0.2262  1.1129  2.0368
H  0.5751  -0.6309  -0.2020
H  2.4628  -2.1242  0.1653

> Which value of E_tot does entry 2 give?

-2213.2179 Ha